No. 1
Molecular formula: C4H7ClO
Method: DFT, wB97M-V/def2-TZVPD

Its multiplicity is 1. As for the molecular weight: 106.55 g/mol. The electronic energy is -691.883479 a.u. For the highest occupied orbital energy, the calculation gives -8.45 eV. The energy relative to the best compared isomer or geometry (same formula, charge and spin) comes out at 426.5 kJ/mol.

Element x y z (Å)
C: 1.291 0.877 1.711
C: 2.106 0.364 0.791
C: -0.831 -0.163 0.463
C: -1.927 -0.413 -1.649
O: -1.681 0.257 -0.410
Cl: -0.166 -1.673 0.100
H: 0.830 0.288 2.378
H: 1.153 1.973 1.738
H: 2.634 0.930 -0.027
H: 2.376 -0.715 0.890
H: -2.308 -1.445 -1.426
H: -0.961 -0.467 -2.196
H: -2.515 0.187 -2.363

Atom charges from the Löwdin analysis, given in e for atoms 1 to 8:
1 C -0.132
2 C -0.146
3 C -0.526
4 C -0.126
5 O -0.196
6 Cl 0.684
7 H -0.003
8 H 0.072



No. 2
Molecular formula: C4H7ClO
Method: DFT, wB97M-V/def2-TZVPD

Its multiplicity is 1. As for the molecular weight: 106.55 g/mol. The electronic energy is -692.001417 a.u. For the highest occupied orbital energy, the calculation gives -9.59 eV. As for the SMILES: C[C@@H](O)/C=C/Cl. The energy relative to the best compared isomer or geometry (same formula, charge and spin) comes out at 116.8 kJ/mol.

Element x y z (Å)
C: -2.104 -1.410 -0.547
C: -1.333 -0.581 0.444
O: -1.171 -1.333 1.558
C: -0.018 -0.134 -0.038
C: 0.454 1.082 -0.226
Cl: 2.139 1.262 -0.614
H: -3.019 -1.585 -0.048
H: -2.251 -0.961 -1.488
H: -1.694 -2.420 -0.687
H: -1.844 0.371 0.545
H: -0.620 -0.879 2.185
H: 0.680 -0.973 -0.099
H: -0.234 1.919 -0.238

Atom charges from the Löwdin analysis, given in e for atoms 1 to 8:
1 C -0.026
2 C -0.530
3 O 0.018
4 C -0.185
5 C -0.550
6 Cl 0.595
7 H 0.070
8 H 0.073



No. 3
Molecular formula: C4H7ClO
Method: DFT, wB97M-V/def2-TZVPD

Its multiplicity is 1. As for the molecular weight: 106.55 g/mol. The electronic energy is -692.034606 a.u. For the highest occupied orbital energy, the calculation gives -10.13 eV. As for the SMILES: CC(=O)[C@H](C)Cl. The energy relative to the best compared isomer or geometry (same formula, charge and spin) comes out at 29.7 kJ/mol.

Element x y z (Å)
C: -1.958 -0.935 0.445
C: -1.060 0.178 -0.031
O: -1.353 0.944 -0.929
C: 0.292 0.266 0.595
C: 0.988 1.623 0.356
Cl: 1.406 -0.969 -0.288
H: -2.540 -1.194 -0.475
H: -2.578 -0.757 1.309
H: -1.305 -1.796 0.695
H: 0.317 -0.017 1.670
H: 1.105 1.787 -0.735
H: 1.926 1.612 0.908
H: 0.414 2.501 0.769

Atom charges from the Löwdin analysis, given in e for atoms 1 to 8:
1 C -0.019
2 C -0.517
3 O 0.088
4 C -0.590
5 C -0.145
6 Cl 0.556
7 H 0.105
8 H 0.081



No. 4
Molecular formula: C4H7ClO
Method: DFT, wB97M-V/def2-TZVPD

Its multiplicity is 1. As for the molecular weight: 106.55 g/mol. The electronic energy is -692.011889 a.u. For the highest occupied orbital energy, the calculation gives -9.86 eV. As for the SMILES: CC(=O)CCCl. The energy relative to the best compared isomer or geometry (same formula, charge and spin) comes out at 89.3 kJ/mol.

Element x y z (Å)
C: 0.285 -0.891 1.697
C: -0.058 -0.690 0.278
O: -0.713 -1.537 -0.327
C: 0.505 0.453 -0.375
C: -0.679 0.902 -1.440
Cl: -0.183 1.836 -2.802
H: 0.507 0.074 2.253
H: -0.502 -1.465 2.257
H: 1.240 -1.431 1.639
H: 1.331 -0.024 -0.865
H: 0.771 1.193 0.353
H: -1.445 1.563 -0.924
H: -1.059 0.015 -1.743

Atom charges from the Löwdin analysis, given in e for atoms 1 to 8:
1 C -0.021
2 C -0.536
3 O 0.058
4 C -0.128
5 C -0.591
6 Cl 0.576
7 H 0.100
8 H 0.107



No. 5
Molecular formula: C4H7ClO
Method: DFT, wB97M-V/def2-TZVPD

Its multiplicity is 1. As for the molecular weight: 106.55 g/mol. The electronic energy is -692.022638 a.u. For the highest occupied orbital energy, the calculation gives -10.15 eV. As for the SMILES: C[C@H](C=O)CCl. The energy relative to the best compared isomer or geometry (same formula, charge and spin) comes out at 61.1 kJ/mol.

Element x y z (Å)
C: -0.598 1.583 0.062
C: -0.450 0.148 -0.423
C: -1.752 -0.615 -0.324
O: -2.731 -0.366 0.317
C: 0.559 -0.689 0.345
Cl: 2.234 -0.097 -0.011
H: -1.380 1.989 -0.580
H: 0.297 2.243 -0.001
H: -0.973 1.548 1.137
H: -0.025 0.105 -1.472
H: -1.618 -1.530 -0.906
H: 0.593 -1.767 0.034
H: 0.427 -0.577 1.473

Atom charges from the Löwdin analysis, given in e for atoms 1 to 8:
1 C -0.081
2 C -0.455
3 C -0.264
4 O 0.091
5 C -0.555
6 Cl 0.534
7 H 0.079
8 H 0.080



No. 6
Molecular formula: C4H7ClO2
Method: DFT, wB97M-V/def2-TZVPD

Its multiplicity is 1. As for the molecular weight: 122.55 g/mol. The electronic energy is -767.168451 a.u. For the highest occupied orbital energy, the calculation gives -9.67 eV. As for the SMILES: C[C@@]1(Cl)CCOO1. The energy relative to the best compared isomer or geometry (same formula, charge and spin) comes out at 276.6 kJ/mol.

Element x y z (Å)
C: 0.447 1.533 -1.142
C: 0.432 0.310 -0.238
Cl: 2.105 0.135 0.588
C: -0.587 -0.014 0.917
C: -0.561 -1.542 0.820
O: -0.084 -1.877 -0.479
O: 0.217 -0.684 -1.136
H: 1.373 1.424 -1.790
H: 0.509 2.535 -0.555
H: -0.467 1.599 -1.834
H: -1.542 0.294 0.609
H: -0.370 0.385 1.816
H: 0.058 -2.151 1.534
H: -1.529 -1.947 0.891

Atom charges from the Löwdin analysis, given in e for atoms 1 to 8:
1 C -0.077
2 C -0.812
3 Cl 0.598
4 C -0.100
5 C -0.178
6 O -0.069
7 O -0.096
8 H 0.095